# 1
C4H20NO7 | wB97M-V/def2-TZVPD

Structure (ORCA input):
```
! wB97M-V def2-TZVPD RIJCOSX def2/J DEFGRID3
* xyz -1 1
C -0.20156 -0.31344 -0.66906
O -0.37036 0.75170 -1.53105
C 0.17184 0.23644 0.70454
C 0.33853 -0.79765 1.88849
C -0.54325 -2.06243 1.77171
O 1.70058 -1.26816 1.83375
N -0.91169 1.07975 1.20433
H 0.53828 -1.00531 -1.10862
H -1.15779 -0.92596 -0.57389
H 1.17058 0.70535 0.68725
H 0.12439 -0.24876 2.80856
H -1.27060 -1.89054 0.96655
H 0.00923 -2.91552 1.33164
H -1.12177 -2.29811 2.64686
H 1.90677 -1.87640 2.54508
H -1.45155 1.30476 0.35258
H -0.47332 1.91146 1.58497
H -3.17773 -0.64805 0.92284
H -2.36397 -0.39836 2.08055
O -3.17304 -0.89461 1.86209
H 3.23651 1.25698 0.46754
H 2.82879 0.13134 1.46141
O 3.58590 0.65993 1.14359
H 2.57225 2.60060 -1.38467
H 1.48224 1.48880 -1.52294
O 1.86490 2.16004 -0.90650
H -0.23325 -1.07662 -3.99831
H 0.12090 0.13692 -3.06518
O 0.39923 -0.37104 -3.87084
H -2.96453 0.97498 -3.30282
H -1.79571 0.73492 -2.20107
O -2.71984 0.46603 -2.53215
*
```

Properties
E_HOMO, eV: -4.9
LUMO level, eV: 3.258
Energy relative to the best compared isomer or geometry (same formula, charge and spin), kJ/mol: 96.68
Calculated total energy, eV: -20296.25028

Which charges does Löwdin predict for the atoms? In e, they are: -0.331 -0.349 -0.334 -0.339 -0.058 -0.082 0.053 0.122 0.110 0.098 0.128 0.040 0.092 0.062 0.092 0.090 0.085 0.034 -0.002 -0.102 -0.009 -0.015 -0.099 0.035 0.046 -0.080 0.010 -0.020 -0.113 -0.004 -0.020 -0.141

# 2
C4H21CdO7 | wB97M-V/def2-TZVPD

Structure (ORCA input):
```
! wB97M-V def2-TZVPD RIJCOSX def2/J DEFGRID3
* xyz 2 2
Cd 0.48632 -1.74678 1.94824
O 0.49250 -0.40741 0.43853
H 0.22886 -0.01293 -0.41554
O 1.92485 -3.03851 0.57946
H 1.61395 -3.12476 -0.32173
H 2.73176 -3.55276 0.60520
O -0.57663 -0.63181 3.19390
H -1.49497 -0.56005 3.45412
H -0.08642 -0.32389 3.95621
O 2.34615 -1.01499 2.71338
H 2.55109 -0.38367 3.40306
H 3.19053 -1.20767 2.30577
O 2.47540 1.44041 1.05148
H 2.17122 2.26564 0.67372
H 1.82962 0.79373 0.76686
C -3.44643 -0.05385 -0.33364
C -2.72909 1.14709 0.30726
O -1.45903 1.32320 -0.24441
H -3.53147 0.08334 -1.41162
H -4.45027 -0.22369 0.05566
H -2.91396 -0.98507 -0.14019
H -2.74061 1.01372 1.38900
H -3.11459 2.10537 -0.04087
H -0.92369 0.56904 0.01299
C 0.54713 1.62722 -2.70765
C 0.38650 0.17103 -3.00389
O 1.34264 -0.51317 -2.13913
H -0.29265 2.14983 -3.16564
H 1.36256 2.01047 -3.32107
H 0.77823 1.87708 -1.67215
H 0.69073 -0.20526 -3.98059
H -0.59554 -0.23130 -2.75525
H 1.20533 -0.35961 -1.20149
*
```

Properties
Expectation value of S²: 0.754
E_HOMO (alpha / beta), eV: -16.2 / -16.1
LUMO level (alpha / beta), eV: -7.988 / -12.046
Calculated total energy, eV: -23364.22491

Which charges does Löwdin predict for the atoms? In e, they are: 1.449 -0.441 -0.044 -0.069 0.063 0.087 -0.069 0.106 0.095 -0.077 0.094 0.087 -0.052 0.044 -0.055 -0.066 -0.292 -0.093 0.078 0.084 0.058 0.106 0.130 -0.011 -0.005 -0.119 0.224 0.124 0.113 0.092 0.153 0.168 0.038

# 3
C4H21N2O4S2 | wB97M-V/def2-TZVPD

Structure (ORCA input):
```
! wB97M-V def2-TZVPD RIJCOSX def2/J DEFGRID3
* xyz 1 1
N 1.75345 0.41834 -1.09003
C 2.51519 -0.74313 -0.62168
C 1.52726 -1.72252 0.01268
S 0.86706 -1.66574 1.79043
S -0.42970 -0.19788 2.04780
C -2.07610 -0.59371 1.42184
C -2.40932 0.05803 0.09134
N -2.12514 1.52944 0.08265
H 2.21457 1.24778 -1.55424
H 1.14387 0.88178 -0.30231
H 0.98919 0.19479 -1.71601
H 3.33960 -0.34712 -0.00616
H 3.19919 -1.17146 -1.40350
H 2.22057 -2.62386 0.25402
H 0.71229 -2.18519 -0.52507
H -2.71157 -0.17474 2.22288
H -2.20294 -1.70251 1.22541
H -1.72036 -0.34698 -0.73650
H -3.44461 -0.00867 -0.22845
H -1.14696 1.69868 0.25658
H -2.70366 2.06550 0.69992
H -1.29227 -1.85947 -0.96355
H -1.23440 -3.35188 -1.44334
O -1.78176 -2.67352 -1.03712
H -1.08194 2.66375 -1.63652
H 0.39959 3.17744 -2.40219
O -0.12099 2.79009 -1.69977
H 0.94252 2.38845 1.32392
H 0.65329 3.28906 0.12660
O 1.22206 2.56035 0.40854
H 0.67640 0.70638 -4.38283
H 0.43274 1.68084 -3.07349
O 0.62290 0.79995 -3.42750
*
```

Properties
E_HOMO, eV: -12.3
LUMO level, eV: -2.986
Energy relative to the best compared isomer or geometry (same formula, charge and spin), kJ/mol: 235.04
Calculated total energy, eV: -37322.03606

Which charges does Löwdin predict for the atoms? In e, they are: 0.105 -0.203 -0.460 0.510 0.491 -0.514 -0.302 -0.015 0.178 0.124 0.088 0.138 0.148 0.101 0.034 0.080 0.097 0.102 0.123 -0.008 0.077 -0.039 0.055 -0.040 0.072 0.073 -0.064 0.054 0.053 -0.088 0.078 0.000 -0.051

# 4
C4H21NO10 | wB97M-V/def2-TZVPD

Structure (ORCA input):
```
! wB97M-V def2-TZVPD RIJCOSX def2/J DEFGRID3
* xyz 0 1
O 0.47747 3.66226 0.17419
C -0.53313 3.02511 0.16682
N -0.46608 1.68695 -0.31169
C -1.44489 0.72249 -0.07038
O -1.32912 -0.50425 -0.34499
C -2.76295 1.09456 0.56988
C -2.69762 0.75449 2.16237
O -1.45673 0.88182 2.73055
H -1.41939 3.50670 0.49047
H 0.23044 1.37442 -0.83260
H -3.46773 0.46382 -0.05546
H -3.01458 2.06070 0.35002
H -3.43715 1.44255 2.62663
H -3.06080 -0.30573 2.19909
H -0.78829 0.74227 2.15179
O -0.17867 -2.80104 -1.43298
H -0.05555 -2.05952 -1.01502
H 0.31177 -3.44476 -0.78821
O 2.15383 -0.22060 3.05412
H 1.36011 0.17345 2.72770
H 2.12005 -1.14701 2.82608
O -2.01055 -1.19718 -3.05950
H -2.21418 -1.34450 -2.19281
H -1.32377 -1.72757 -3.22099
O 2.47835 1.22784 0.81079
H 2.29373 2.25226 0.78587
H 3.19096 1.05346 1.60732
O 1.59621 -0.79445 -3.18515
H 0.88837 -1.49598 -3.12390
H 1.23545 -0.26784 -3.85220
O 1.54626 -2.71014 0.53788
H 2.26036 -2.94564 -0.01777
H 1.36357 -1.77471 0.54712
O 2.89461 -0.66811 -0.88736
H 2.55098 -0.65678 -1.79194
H 2.70868 -0.05937 -0.33575
*
```

Properties
E_HOMO, eV: -10.6
LUMO level, eV: 0.041
Energy relative to the best compared isomer or geometry (same formula, charge and spin), kJ/mol: 311.36
Structure (SMILES): O=CNC(=O)CCO.O.O.O.O.O.O.O
Calculated total energy, eV: -26451.28802

Which charges does Löwdin predict for the atoms? In e, they are: 0.078 -0.237 0.193 -0.393 0.042 -0.055 -0.210 -0.002 0.132 0.089 0.151 0.058 0.126 0.129 0.005 -0.040 -0.124 0.104 -0.033 0.002 0.037 0.033 -0.036 -0.061 -0.163 0.094 0.148 -0.025 0.069 0.027 -0.038 0.034 0.019 0.005 0.001 -0.154

# 5
C4H21NO7 | wB97M-V/def2-TZVPD

Structure (ORCA input):
```
! wB97M-V def2-TZVPD RIJCOSX def2/J DEFGRID3
* xyz 0 1
C -1.29761 2.82871 1.06391
N -0.62775 2.44967 0.05936
C 0.80012 2.42809 0.25346
C 1.62065 2.81840 -0.73462
C 1.38349 1.81871 1.47755
H -2.39302 2.79123 1.01226
H -0.85139 3.16627 1.99503
H 1.16086 3.31813 -1.57602
H 2.67225 2.62864 -0.56006
H 2.16763 1.10342 1.23773
H 0.74185 1.27888 2.19432
H 1.77910 2.54817 2.18398
O -1.87992 1.33604 -2.55384
H -1.84366 2.07901 -1.92862
H -2.66693 1.53659 -3.07038
O 1.02595 -3.43033 1.88621
H 1.60177 -3.72594 1.14243
H 0.22526 -3.45426 1.33896
O -2.41873 -1.07788 -3.21203
H -2.28856 -0.64041 -2.37076
H -1.55903 -1.42279 -3.46286
O -1.58633 -2.91507 -0.47837
H -1.57895 -1.95304 -0.58904
H -0.70975 -3.22975 -0.71221
O 2.72891 -2.99745 -0.07430
H 2.45993 -2.83785 -0.98414
H 2.65471 -2.15690 0.38768
O -0.09504 -0.47995 -1.35212
H 0.05407 -0.17700 -2.25737
H -0.60669 0.29721 -1.07540
O 0.09499 -1.10413 3.63147
H -0.03167 -1.85619 3.03878
H -0.73652 -0.96819 4.08902
*
```

Properties
E_HOMO, eV: -9.5
LUMO level, eV: 0.173
Energy relative to the best compared isomer or geometry (same formula, charge and spin), kJ/mol: 226.17
Structure (SMILES): C=NC(=C)C.O.O.O.O.O.O.O
Calculated total energy, eV: -20309.72383

Which charges does Löwdin predict for the atoms? In e, they are: -0.013 0.011 -0.426 0.057 -0.073 0.080 0.086 0.062 0.068 0.080 0.069 0.083 -0.079 0.032 0.062 -0.082 0.015 0.017 -0.063 -0.013 0.032 -0.055 0.008 0.020 -0.045 0.055 0.055 -0.067 0.045 0.008 -0.061 0.003 0.028

# 6
C4H21NO9 | wB97M-V/def2-TZVPD

Structure (ORCA input):
```
! wB97M-V def2-TZVPD RIJCOSX def2/J DEFGRID3
* xyz -1 2
C -1.33735 0.78953 -0.30736
N -0.23777 0.75067 -1.06491
C -0.64968 1.73787 -3.20203
C -0.33221 0.42951 -2.48987
C 0.96342 -0.22813 -2.96687
O 1.88852 -0.52098 -2.08257
O -1.35579 0.88604 0.93517
H -2.27028 0.79797 -0.88994
H 0.56784 0.44480 -0.54218
H -1.66240 2.13115 -2.97440
H -0.69899 1.63017 -4.29514
H 0.02754 2.51714 -2.90512
H -1.21763 -0.20897 -2.58676
H 0.94555 -0.57561 -4.02496
H 0.13339 -3.88869 0.48912
H 0.61235 -3.75516 -0.91925
O 0.39018 -3.21668 -0.14195
H -0.24417 -0.44620 2.01012
H 1.09829 -1.17287 1.60638
O 0.42926 -1.05667 2.30432
H 2.65020 -3.16406 -0.50294
H 3.06842 -1.85272 -1.09923
O 2.86004 -2.25444 -0.24421
H -1.55284 -2.43771 0.22852
H -2.86872 -2.77067 1.27046
O -2.48341 -2.66820 0.37995
H -2.76605 2.24790 1.94974
H -4.15713 1.46301 1.31191
O -3.66640 2.22435 1.65671
H 1.65799 2.42434 2.36405
H 0.25873 2.66592 1.83558
O 1.03572 3.15575 2.07290
H 2.92257 0.49637 2.15535
H 1.80272 0.13988 3.00079
O 2.42483 0.85492 2.94291
*
```

Properties
Expectation value of S²: 0.754
E_HOMO (alpha / beta), eV: -1.2 / -4.7
LUMO level (alpha / beta), eV: 2.608 / 2.600
Calculated total energy, eV: -24406.06513

Which charges does Löwdin predict for the atoms? In e, they are: -0.319 0.082 -0.099 -0.401 -0.339 -0.252 -0.070 0.137 0.130 0.063 0.068 0.068 0.113 0.058 0.046 0.062 -0.053 0.001 0.038 -0.059 0.009 0.002 -0.103 -0.001 0.046 -0.089 0.002 0.040 -0.080 0.010 -0.020 -0.098 0.088 -0.012 -0.069

The highest calculated total energy belongs to which entry?
C4H20NO7

Among the records above, which one has the lowest calculated total energy?
C4H21N2O4S2

Copy entry 3 word for word.
C4H21N2O4S2 | wB97M-V/def2-TZVPD

Structure (ORCA input):
```
! wB97M-V def2-TZVPD RIJCOSX def2/J DEFGRID3
* xyz 1 1
N 1.75345 0.41834 -1.09003
C 2.51519 -0.74313 -0.62168
C 1.52726 -1.72252 0.01268
S 0.86706 -1.66574 1.79043
S -0.42970 -0.19788 2.04780
C -2.07610 -0.59371 1.42184
C -2.40932 0.05803 0.09134
N -2.12514 1.52944 0.08265
H 2.21457 1.24778 -1.55424
H 1.14387 0.88178 -0.30231
H 0.98919 0.19479 -1.71601
H 3.33960 -0.34712 -0.00616
H 3.19919 -1.17146 -1.40350
H 2.22057 -2.62386 0.25402
H 0.71229 -2.18519 -0.52507
H -2.71157 -0.17474 2.22288
H -2.20294 -1.70251 1.22541
H -1.72036 -0.34698 -0.73650
H -3.44461 -0.00867 -0.22845
H -1.14696 1.69868 0.25658
H -2.70366 2.06550 0.69992
H -1.29227 -1.85947 -0.96355
H -1.23440 -3.35188 -1.44334
O -1.78176 -2.67352 -1.03712
H -1.08194 2.66375 -1.63652
H 0.39959 3.17744 -2.40219
O -0.12099 2.79009 -1.69977
H 0.94252 2.38845 1.32392
H 0.65329 3.28906 0.12660
O 1.22206 2.56035 0.40854
H 0.67640 0.70638 -4.38283
H 0.43274 1.68084 -3.07349
O 0.62290 0.79995 -3.42750
*
```

Properties
E_HOMO, eV: -12.3
LUMO level, eV: -2.986
Energy relative to the best compared isomer or geometry (same formula, charge and spin), kJ/mol: 235.04
Calculated total energy, eV: -37322.03606

Which charges does Löwdin predict for the atoms? In e, they are: 0.105 -0.203 -0.460 0.510 0.491 -0.514 -0.302 -0.015 0.178 0.124 0.088 0.138 0.148 0.101 0.034 0.080 0.097 0.102 0.123 -0.008 0.077 -0.039 0.055 -0.040 0.072 0.073 -0.064 0.054 0.053 -0.088 0.078 0.000 -0.051

What did the second record say?
C4H21CdO7 | wB97M-V/def2-TZVPD

Structure (ORCA input):
```
! wB97M-V def2-TZVPD RIJCOSX def2/J DEFGRID3
* xyz 2 2
Cd 0.48632 -1.74678 1.94824
O 0.49250 -0.40741 0.43853
H 0.22886 -0.01293 -0.41554
O 1.92485 -3.03851 0.57946
H 1.61395 -3.12476 -0.32173
H 2.73176 -3.55276 0.60520
O -0.57663 -0.63181 3.19390
H -1.49497 -0.56005 3.45412
H -0.08642 -0.32389 3.95621
O 2.34615 -1.01499 2.71338
H 2.55109 -0.38367 3.40306
H 3.19053 -1.20767 2.30577
O 2.47540 1.44041 1.05148
H 2.17122 2.26564 0.67372
H 1.82962 0.79373 0.76686
C -3.44643 -0.05385 -0.33364
C -2.72909 1.14709 0.30726
O -1.45903 1.32320 -0.24441
H -3.53147 0.08334 -1.41162
H -4.45027 -0.22369 0.05566
H -2.91396 -0.98507 -0.14019
H -2.74061 1.01372 1.38900
H -3.11459 2.10537 -0.04087
H -0.92369 0.56904 0.01299
C 0.54713 1.62722 -2.70765
C 0.38650 0.17103 -3.00389
O 1.34264 -0.51317 -2.13913
H -0.29265 2.14983 -3.16564
H 1.36256 2.01047 -3.32107
H 0.77823 1.87708 -1.67215
H 0.69073 -0.20526 -3.98059
H -0.59554 -0.23130 -2.75525
H 1.20533 -0.35961 -1.20149
*
```

Properties
Expectation value of S²: 0.754
E_HOMO (alpha / beta), eV: -16.2 / -16.1
LUMO level (alpha / beta), eV: -7.988 / -12.046
Calculated total energy, eV: -23364.22491

Which charges does Löwdin predict for the atoms? In e, they are: 1.449 -0.441 -0.044 -0.069 0.063 0.087 -0.069 0.106 0.095 -0.077 0.094 0.087 -0.052 0.044 -0.055 -0.066 -0.292 -0.093 0.078 0.084 0.058 0.106 0.130 -0.011 -0.005 -0.119 0.224 0.124 0.113 0.092 0.153 0.168 0.038